Entry 1:
Molecular formula: C22H34Cl12N2
Method: DFT, the ωB97M-V functional and the def2-TZVPD basis

Geometry as ORCA input:
```
! RIJCOSX wB97M-V def2-TZVPD def2/J DEFGRID3
* xyz 0 1
Cl 1.9821 -4.3422 3.1282
C 2.6091 -4.0081 1.4808
C 2.3815 -2.5435 1.1814
Cl 2.9267 -2.1432 -0.4481
H 2.0587 -4.6592 0.8033
H 3.6465 -4.3274 1.4705
H 2.9877 -1.9630 1.8727
H 1.3319 -2.3131 1.3424
Cl 2.9397 6.9456 -1.2439
C 1.9145 5.6382 -1.9024
C 2.6020 4.2904 -1.8909
Cl 3.0419 3.7930 -0.2399
H 1.6749 5.9318 -2.9222
H 0.9999 5.6202 -1.3167
H 3.4511 4.2605 -2.5626
H 1.8223 3.5876 -2.1883
Cl -3.1900 -2.6512 -3.6396
C -4.6520 -1.7994 -4.2171
C -4.6940 -0.3855 -3.7088
Cl -3.4083 0.6199 -4.4299
H -5.4992 -2.3749 -3.8452
H -4.6676 -1.8774 -5.3011
H -4.5639 -0.3802 -2.6295
H -5.6376 0.0874 -3.9707
Cl -5.4496 -3.4101 -0.9427
C -5.4616 -2.1058 0.2693
C -4.3057 -2.2645 1.2186
Cl -4.2212 -0.8255 2.2720
H -6.4188 -2.1091 0.7822
H -5.3594 -1.1584 -0.2571
H -3.3559 -2.3195 0.6919
H -4.3971 -3.1487 1.8445
Cl 2.9424 0.7855 2.4995
C 3.0206 0.5849 4.2773
C 2.1887 -0.5993 4.6953
Cl 2.1324 -0.6550 6.4793
H 2.6718 1.5069 4.7293
H 4.0664 0.4152 4.5239
H 2.5425 -1.5640 4.3437
H 1.1647 -0.4798 4.3394
Cl 2.7232 1.7179 -4.4961
C 3.9354 1.1242 -5.6649
C 3.2967 0.5018 -6.8723
Cl 2.5213 1.7052 -7.9107
H 4.5560 0.4037 -5.1346
H 4.5743 1.9630 -5.9295
H 2.5791 -0.2593 -6.5788
H 4.0865 0.0164 -7.4479
N -0.6019 -0.9516 0.3260
C 0.1249 0.1667 0.2694
C 0.6328 0.6685 -0.9137
C 0.2896 0.0535 -2.1075
C -0.4899 -1.0749 -2.0578
C -0.9251 -1.5170 -0.8157
H 0.2958 0.6559 1.2214
H 1.2383 1.5666 -0.9055
H 0.7197 0.4149 -3.0330
H -0.7358 -1.6828 -2.9156
H -1.5010 -2.4395 -0.7815
N -0.2933 2.2609 5.0101
C -0.5551 1.6257 6.1546
C -1.1177 0.3664 6.2044
C -1.5273 -0.2215 5.0144
C -1.3304 0.4552 3.8196
C -0.6949 1.6885 3.8756
H -0.1997 2.1525 7.0328
H -1.2668 -0.1353 7.1510
H -2.0007 -1.1957 5.0254
H -1.7387 0.0778 2.8925
H -0.4133 2.2336 2.9793
*
```

Calculated values
Molar mass: 751.964 u
Energy above the lowest of the compared OMol25 structures with the same formula, charge and spin: 0.0 kcal/mol
Strongest force on any atom: 1.04 eV/Å
Gap between HOMO and LUMO: 9.870 eV

***

Entry 2:
Molecular formula: C22H34ClF5N3O7P3S2
Method: DFT, the ωB97M-V functional and the def2-TZVPD basis

Geometry as ORCA input:
```
! RIJCOSX wB97M-V def2-TZVPD def2/J DEFGRID3
* xyz 0 1
C 4.8855 0.7918 2.8769
C 3.6261 0.9355 3.7776
P 2.4075 2.1915 3.1814
C 1.2416 2.7271 4.5182
C 1.9892 3.8215 5.3716
C 1.5556 1.7369 1.5371
C 2.6332 2.1719 0.4859
C 2.1651 2.2287 -0.9923
C 1.9924 3.6887 -1.4891
C 3.3322 4.4478 -1.6128
O 4.4698 3.5862 -1.6260
C 0.4918 2.8992 1.3759
O 0.5685 4.0047 1.6973
N -0.5996 2.2847 0.6593
C -0.7087 0.9785 1.2320
Cl -1.4589 1.3719 2.8556
S -1.9874 0.1222 0.2405
O -1.9534 0.5050 -1.1368
O -1.8702 -1.2965 0.2864
C -3.7641 0.4752 0.7893
F -4.0535 -0.0994 1.9189
F -4.5230 -0.1545 -0.1311
C -4.1874 1.9868 0.7390
F -5.4362 2.0256 0.2806
F -4.2478 2.5040 1.9389
F -3.4735 2.7098 -0.0707
C 0.7764 0.3784 1.3488
P 0.6470 -0.6719 2.9296
O -0.5081 -1.5836 2.9540
P 1.3581 -0.8784 0.1163
O 0.8438 -2.3575 0.4984
O 0.7440 -0.5873 -1.3497
S 3.2969 -1.0269 0.0124
H 5.0712 1.6906 2.2806
H 5.7498 0.7007 3.5471
H 4.8608 -0.1122 2.2679
H 3.9831 1.2952 4.7521
H 3.2402 -0.0759 3.9611
H 0.9842 1.9177 5.2171
H 0.3229 3.1913 4.1641
H 3.0424 3.8955 5.0891
H 1.4616 4.7732 5.2779
H 1.9308 3.5443 6.4309
H 3.5653 1.6133 0.5663
H 2.9028 3.1970 0.7652
H 2.9213 1.7596 -1.6265
H 1.2142 1.7263 -1.2016
H 1.5249 3.6589 -2.4813
H 1.3183 4.2422 -0.8241
H 3.4302 5.1732 -0.7902
H 3.3009 5.0551 -2.5309
H 5.1721 4.0864 -1.1943
H -0.6244 2.3739 -0.3531
H 1.8363 -1.4478 2.9522
H 0.6615 0.1254 4.0893
H 1.5978 -2.9582 0.3703
H 0.7932 -1.4372 -1.8228
N -4.3930 -3.0263 -2.0361
C -4.2172 -2.9225 -3.3890
C -5.2508 -3.5813 -4.0023
C -6.0862 -4.0997 -2.9779
C -5.5310 -3.7392 -1.7777
H -3.7868 -2.6414 -1.3392
H -3.3724 -2.3912 -3.7957
H -5.3920 -3.6804 -5.0662
H -6.9902 -4.6716 -3.1071
H -5.8462 -3.9285 -0.7653
N -1.8137 -5.2016 -3.8983
C -0.9535 -6.2374 -3.6599
C -0.0790 -6.3120 -4.7127
C -0.4234 -5.2758 -5.6200
C -1.4955 -4.6079 -5.0875
H -2.5660 -4.9181 -3.2926
H -1.0381 -6.8310 -2.7651
H 0.7187 -7.0287 -4.8198
H 0.0600 -5.0467 -6.5557
H -2.0579 -3.7651 -5.4522
*
```

Calculated values
Molar mass: 740.027 u
Energy above the lowest of the compared OMol25 structures with the same formula, charge and spin: 0.0 kcal/mol
Strongest force on any atom: 4.79 eV/Å
Gap between HOMO and LUMO: 7.860 eV

***

Entry 3:
Molecular formula: C22H34ClN5O5S5
Method: DFT, the ωB97M-V functional and the def2-TZVPD basis

Geometry as ORCA input:
```
! RIJCOSX wB97M-V def2-TZVPD def2/J DEFGRID3
* xyz 0 1
N -0.1582 2.5656 5.2212
C -1.2043 2.3517 4.6353
O -2.0796 2.0924 3.5220
C -2.4516 0.7063 3.4777
C -3.9527 0.3307 3.1967
C -4.3878 -1.2068 3.0932
Cl -6.1733 -1.5608 2.7638
C -3.3770 -2.4001 3.2468
C -3.7865 -3.9475 3.1024
C -2.8622 -4.7294 2.0090
C -2.9465 -4.0781 0.5312
C -1.5483 -4.2340 -0.3050
C -0.9645 -2.8025 -0.8129
C -0.4073 -2.8699 -2.3523
C 1.1945 -2.7714 -2.4539
S 1.8610 -1.0925 -2.8938
C 0.5199 0.1479 -3.1115
N -0.5957 0.2142 -4.0384
N -1.2167 1.3970 -3.6901
C -0.5570 2.0967 -2.6267
O 0.5638 1.2880 -2.2606
C -1.8756 -2.0386 3.5618
N -0.7301 -2.8829 3.7784
S 0.7067 -1.9630 4.0680
N -0.0510 -0.4413 3.9039
C -1.4663 -0.5087 3.6560
H -4.7561 1.1407 3.0551
H -3.7904 -4.5269 4.0893
H -4.8518 -3.9459 2.6395
H -3.2416 -5.8111 1.9878
H -1.7583 -4.7584 2.3097
H -3.7673 -4.6679 -0.0333
H -3.2172 -2.9671 0.5783
H -1.8065 -4.9445 -1.1862
H -0.7401 -4.7995 0.3032
H -1.8078 -2.0145 -0.7328
H -0.0754 -2.5647 -0.1086
H -0.9836 -2.1487 -3.0258
H -0.6893 -3.9362 -2.7149
H 1.5310 -3.4976 -3.2865
H 1.6515 -3.1732 -1.4743
H -0.8370 3.0983 -2.1489
C 4.2371 -3.3976 -7.7050
S 3.0168 -3.0212 -6.4274
O 1.8938 -3.9961 -6.5791
C 2.4745 -1.4549 -7.1437
H 4.6844 -4.3670 -7.4806
H 3.7531 -3.4393 -8.6825
H 5.0149 -2.6317 -7.7028
H 2.1002 -1.6176 -8.1562
H 3.3102 -0.7528 -7.1598
H 1.6741 -1.0498 -6.5224
C 3.6018 4.9028 5.2374
S 4.3413 3.4812 6.0707
O 5.8258 3.6262 5.9730
C 3.8341 2.2616 4.8391
H 3.8274 5.7989 5.8172
H 4.0192 5.0057 4.2339
H 2.5194 4.7704 5.1829
H 4.2371 2.5297 3.8605
H 2.7439 2.2168 4.7976
H 4.2247 1.2874 5.1367
C -1.5212 7.0046 -0.0330
S -0.8861 6.5033 -1.6474
O -1.3254 5.0931 -1.8832
C 0.8509 6.4536 -1.1567
H -2.6088 7.0635 -0.0927
H -1.2390 6.2699 0.7235
H -1.1200 7.9857 0.2274
H 0.9853 5.7532 -0.3300
H 1.1743 7.4527 -0.8593
H 1.4421 6.1220 -2.0116
*
```

Calculated values
Molar mass: 644.332 u
Strongest force on any atom: 6.69 eV/Å
Gap between HOMO and LUMO: 6.838 eV

***

Entry 4:
Molecular formula: C22H34F9NO8SV
Method: DFT, the ωB97M-V functional and the def2-TZVPD basis

Geometry as ORCA input:
```
! RIJCOSX wB97M-V def2-TZVPD def2/J DEFGRID3
* xyz 0 2
C -3.5638 2.7645 -0.7983
C -3.0286 2.2379 0.3846
C -2.4886 1.4924 1.7658
C -2.4507 -0.1629 1.5287
C -1.1402 -0.5754 2.4223
C -0.5916 -2.1103 2.1706
C 0.7854 -2.2449 3.1107
C 1.2029 -3.8113 3.3624
C 2.2443 -3.9991 4.6590
F 3.5713 -4.3145 4.0031
F 2.4846 -2.7238 5.3927
C 1.9046 -5.2905 5.5945
F 3.2139 -5.8342 6.1123
F 1.3742 -6.3712 4.6898
S 0.6859 -5.0395 6.9739
F -0.1327 -3.7417 6.2236
F -0.3679 -6.1943 6.1936
F 1.3980 -6.4026 7.7934
F 1.7166 -4.0357 7.9008
F -0.4582 -4.9532 8.2503
O -2.4167 -0.2657 0.0617
C -3.3330 -1.4201 -0.1909
O -3.0991 -2.1847 -1.2863
O -4.4204 -1.5313 0.8000
C -3.8684 -0.8886 2.0159
O -4.9907 -0.0211 2.4360
H -4.0695 2.9177 -1.8681
H -3.1171 1.7735 2.7207
H -1.3981 1.9308 1.9639
H -0.2047 0.1336 2.2796
H -1.4689 -0.5253 3.5652
H -1.3702 -2.9349 2.5308
H -0.3153 -2.3432 1.0480
H 1.6599 -1.6222 2.6012
H 0.5143 -1.6532 4.1111
H 1.7203 -4.1900 2.3605
H 0.1859 -4.4087 3.5398
H -3.7595 -1.6081 2.9394
H -5.2505 -0.1839 3.3928
C 2.1459 -0.6898 -3.1569
C 1.0154 0.2454 -2.6422
C 0.2237 0.8311 -3.8441
C 0.9570 1.9453 -4.5838
C 1.4335 3.0238 -3.6187
C 2.2796 2.4584 -2.4492
N 1.6126 1.3042 -1.7592
O 0.5770 1.8270 -0.9613
C 3.6744 2.0306 -2.9782
C 2.6142 3.6303 -1.4667
C 0.0573 -0.7220 -1.8708
H 2.9319 -0.8162 -2.4030
H 1.7697 -1.6959 -3.3816
H 2.6032 -0.3406 -4.0826
H -0.7371 1.2314 -3.4937
H -0.0214 0.0337 -4.5570
H 1.8014 1.5385 -5.1496
H 0.2836 2.3933 -5.3243
H 2.0091 3.7742 -4.1746
H 0.5536 3.5513 -3.2232
H 4.2594 1.5321 -2.1963
H 4.2539 2.9028 -3.3086
H 3.6344 1.3719 -3.8444
H 1.7168 4.1343 -1.0890
H 3.2090 4.4048 -1.9668
H 3.1953 3.2734 -0.6084
H 0.5565 -1.1624 -0.9984
H -0.2707 -1.5478 -2.5153
H -0.8593 -0.2264 -1.5307
O -3.7502 3.1801 -4.0504
V -2.8699 2.5602 -5.4386
O -1.9896 1.9403 -6.8268
C -1.2590 6.4479 -4.6545
O -1.7206 5.2091 -4.7366
H -1.7356 7.1172 -3.9183
H -0.1960 6.5746 -4.3875
H -1.3167 7.0702 -5.5636
*
```

Calculated values
Molar mass: 694.506 u
Strongest force on any atom: 9.66 eV/Å
⟨S²⟩: 0.7549
Gap between HOMO and LUMO (alpha / beta): 4.092 / 4.100 eV

***

Entry 5:
Molecular formula: C22H34GeN2O2PtSi
Method: DFT, the ωB97M-V functional and the def2-TZVPD basis

Geometry as ORCA input:
```
! RIJCOSX wB97M-V def2-TZVPD def2/J DEFGRID3
* xyz 2 1
Pt 1.5401 -0.3428 0.0860
C 2.6767 1.0024 2.3171
C 3.4147 0.2509 1.3673
C 4.0569 0.9306 0.3071
C 3.8972 2.3075 0.1641
C 3.1640 3.0169 1.1008
C 2.5628 2.3675 2.1869
H 2.2505 0.4933 3.1731
H 3.7060 -0.7628 1.6345
H 4.7286 0.3939 -0.3466
H 4.3907 2.8278 -0.6455
H 3.0816 4.0925 1.0092
H 2.0296 2.9423 2.9329
O -2.4531 3.0717 4.5529
C -2.8581 3.8441 3.4490
N -2.2938 3.1485 2.3070
C -1.8739 3.7879 1.2016
O -2.0042 4.9723 0.9848
C -1.1602 2.9445 0.1640
C -1.2279 3.3420 -1.1675
C -0.5203 2.6376 -2.1273
C 0.2722 1.5802 -1.7314
N 0.3575 1.2274 -0.4402
C -0.3622 1.8717 0.4978
H -2.8417 3.4312 5.3579
H -2.4562 4.8584 3.4597
H -3.9472 3.8922 3.3662
H -2.2393 2.1468 2.3973
H -1.8315 4.2036 -1.4244
H -0.5655 2.9040 -3.1735
H 0.8733 1.0206 -2.4352
H -0.2630 1.5295 1.5169
C 2.4597 -1.1099 -4.2189
Ge 1.8982 -2.2836 -2.7794
C -0.0267 -2.4318 -2.5797
C 2.7661 -4.0239 -2.7715
C 2.7401 -1.4826 -1.1156
H 2.0409 -1.4568 -5.1633
H 3.5455 -1.1178 -4.3117
H 2.1278 -0.0833 -4.0611
H -0.4372 -2.9725 -3.4326
H -0.5103 -1.4564 -2.5261
H -0.2550 -2.9881 -1.6718
H 2.4823 -4.5423 -3.6882
H 2.4365 -4.6158 -1.9189
H 3.8507 -3.9320 -2.7500
H 3.6468 -0.9466 -1.3855
H 3.0174 -2.2461 -0.3658
C -3.9279 -1.3035 1.8437
Si -2.9050 -2.4665 0.8198
C -2.6404 -4.0868 1.6798
C -3.5892 -2.7168 -0.8861
C -1.2004 -1.6570 0.6439
C -0.0935 -1.1489 0.5283
H -4.8746 -1.7982 2.0723
H -4.1584 -0.3697 1.3278
H -3.4421 -1.0680 2.7924
H -3.5828 -4.6385 1.6956
H -2.3166 -3.9457 2.7120
H -1.8986 -4.7020 1.1688
H -4.6308 -3.0302 -0.7844
H -3.0511 -3.5007 -1.4200
H -3.5758 -1.8121 -1.4961
*
```

Calculated values
Molar mass: 654.300 u
Energy above the lowest of the compared OMol25 structures with the same formula, charge and spin: 39.3 kcal/mol
Strongest force on any atom: 1.15 eV/Å
Gap between HOMO and LUMO (alpha / beta): 5.615 / 5.608 eV

***

Entry 6:
Molecular formula: C22H34GeN3NiO3S
Method: DFT, the ωB97M-V functional and the def2-TZVPD basis

Geometry as ORCA input:
```
! RIJCOSX wB97M-V def2-TZVPD def2/J DEFGRID3
* xyz 2 4
Ni 0.0225 -0.1091 -0.0979
C 3.5304 -0.6083 -1.3755
C 3.3186 -0.7697 0.1185
C 3.9175 -2.0749 0.6149
C 3.8945 0.4140 0.8778
O 1.8692 -0.8032 0.3943
Ge 0.9872 -1.8690 1.5512
O -0.3775 -2.0471 0.3154
C -1.0002 -3.2985 -0.1179
C -2.1354 -2.9017 -1.0525
C 0.0070 -4.1894 -0.8257
C -1.5384 -3.9977 1.1191
O 0.1550 -0.3647 2.0665
C -0.6846 -0.2312 3.2640
C -0.4012 -1.4154 4.1809
C -0.2795 1.0612 3.9512
C -2.1455 -0.2326 2.8445
H 4.5505 -0.2733 -1.5593
H 2.8466 0.1383 -1.7823
H 3.3799 -1.5471 -1.9060
H 4.9750 -2.1325 0.3631
H 3.4163 -2.9295 0.1496
H 3.8336 -2.1495 1.7064
H 4.9825 0.3955 0.8340
H 3.5917 0.3817 1.9265
H 3.5452 1.3552 0.4499
H -1.7518 -2.3081 -1.8843
H -2.8904 -2.3232 -0.5180
H -2.6013 -3.8008 -1.4540
H 0.2082 -3.8436 -1.8378
H -0.3746 -5.2076 -0.8867
H 0.9505 -4.2201 -0.2678
H -2.2157 -3.3454 1.6709
H -0.7117 -4.2896 1.7799
H -2.0803 -4.9007 0.8446
H 0.6618 -1.4492 4.4409
H -0.6904 -2.3572 3.6956
H -0.9677 -1.3397 5.1079
H 0.7253 0.9769 4.3664
H -0.9707 1.2929 4.7604
H -0.2686 1.8947 3.2477
H -2.4261 -1.1996 2.4256
H -2.3403 0.5269 2.0858
H -2.7839 -0.0331 3.7039
N -0.8009 1.1519 -3.8820
C -0.1259 0.0453 -4.3885
C 0.1268 -0.3655 -5.6934
C 0.8488 -1.5289 -5.8385
C 1.3011 -2.2576 -4.7230
C 1.0509 -1.8363 -3.4358
C 0.3261 -0.6579 -3.2740
N -0.0766 0.0256 -2.1226
C -0.7398 1.0830 -2.5442
C -1.2890 2.0252 -1.5815
C -1.9967 3.1649 -1.7673
S -2.3321 3.8854 -0.2583
C -1.5205 2.6333 0.5309
N -1.0227 1.7178 -0.2630
H -1.2481 1.8723 -4.4253
H -0.2255 0.1968 -6.5476
H 1.0764 -1.8895 -6.8321
H 1.8616 -3.1684 -4.8856
H 1.4056 -2.3922 -2.5811
H -2.3319 3.6081 -2.6917
H -1.4315 2.6098 1.6063
*
```

Calculated values
Molar mass: 551.902 u
Strongest force on any atom: 0.90 eV/Å
⟨S²⟩: 3.7578
Gap between HOMO and LUMO (alpha / beta): 8.624 / 5.055 eV

***

Entry 7:
Molecular formula: C22H34N2O4
Method: DFT, the ωB97M-V functional and the def2-TZVPD basis

Geometry as ORCA input:
```
! RIJCOSX wB97M-V def2-TZVPD def2/J DEFGRID3
* xyz 0 1
C -1.4294 -4.2814 1.3942
C -0.6369 -3.8684 0.1576
O 0.0412 -2.6418 0.3268
C -0.6831 -1.4675 0.3481
C -2.0105 -1.3331 -0.0084
C -2.6698 -0.1030 0.0243
C -1.9506 1.0343 0.4321
C -0.6077 0.9066 0.7617
C 0.0319 -0.3226 0.7316
N 1.3773 -0.4921 1.0697
C 2.2982 0.4339 1.4398
O 2.0705 1.6181 1.5808
C 3.6758 -0.1729 1.6592
C 4.3058 -0.6307 0.3390
C 4.5281 0.5307 -0.6357
C 4.8787 0.0334 -2.0400
H 4.7263 0.8434 -2.7548
C 6.3662 -0.3197 -1.9617
H 6.4875 -1.3617 -1.6641
H 6.8575 -0.1947 -2.9258
C 6.9544 0.6178 -0.8917
H 7.4862 0.0454 -0.1315
H 7.6663 1.3189 -1.3258
C 5.7607 1.3653 -0.2767
H 5.6656 2.3535 -0.7275
H 5.8736 1.5013 0.7971
H 4.2676 -0.8131 -2.3519
H 3.6257 1.1467 -0.6509
H 5.2585 -1.1175 0.5525
H 3.6539 -1.3700 -0.1343
H 3.5917 -1.0219 2.3416
H 4.2999 0.5877 2.1284
H 1.6759 -1.4549 0.9913
H -0.0297 1.7574 1.0757
O -2.6234 2.2219 0.5085
C -1.9044 3.3977 0.8272
C -2.8815 4.5615 0.7556
H -3.6948 4.4082 1.4598
H -2.3691 5.4876 0.9996
H -3.2996 4.6372 -0.2447
H -1.0835 3.5452 0.1131
H -1.4799 3.3211 1.8371
N -4.0072 -0.1002 -0.3958
C -4.6105 1.1008 -0.9333
C -5.8014 0.6740 -1.7973
H -6.3297 1.5464 -2.1852
O -6.7480 -0.0578 -1.0511
C -6.1578 -1.2046 -0.4867
C -4.9689 -0.8353 0.4031
H -4.5094 -1.7379 0.8060
H -5.3313 -0.2187 1.2431
H -6.9402 -1.6980 0.0930
H -5.8146 -1.8786 -1.2874
H -5.4388 0.0616 -2.6374
H -3.8819 1.6256 -1.5494
H -4.9653 1.7758 -0.1412
H -2.5797 -2.1847 -0.3444
H 0.1614 -4.5921 -0.0322
H -1.2844 -3.8337 -0.7268
H -2.1960 -3.5451 1.6225
H -0.7652 -4.3610 2.2513
H -1.9018 -5.2445 1.2225
*
```

Calculated values
Molar mass: 390.524 u
Energy above the lowest of the compared OMol25 structures with the same formula, charge and spin: 64.2 kcal/mol
Strongest force on any atom: 0.60 eV/Å
Gap between HOMO and LUMO: 7.914 eV